A structure of composition C33H42AlCl2Ge2OSSe. Source: the Open Molecules 2025 dataset; level of theory: wB97M-V/def2-TZVPD.

The charge is +2. As for the spin multiplicity: 2. Its energy relative to the best compared isomer or geometry (same formula, charge and spin) is 0.000 eV. The LUMO energy (alpha / beta) is -5.053 / -8.477 eV. Its total energy is -9473.701107 hartree. Its strongest force on any atom is 1.14 eV Å⁻¹. The HOMO energy (alpha / beta) comes out at -13.4 / -13.8 eV.

The geometry in XYZ format:
```
83
C33H42AlCl2Ge2OSSe, DFT wB97M-V/def2-TZVPD
Se -1.179 0.775 -2.119
Ge 2.328 -0.078 0.146
Ge -4.624 0.487 -1.587
Cl -1.934 1.730 5.110
Cl -0.138 2.547 0.107
S -1.010 0.518 2.401
Al -0.411 0.140 0.285
O -0.585 -1.747 0.411
C 2.885 -1.031 1.755
C 3.268 -2.364 -1.462
C 2.604 -2.392 1.903
C 4.597 3.166 -1.272
C 3.065 2.637 0.984
C 3.151 1.689 -0.037
C -0.733 -2.548 1.642
C -1.334 4.154 4.107
C 3.501 -3.056 -2.643
C -2.163 -2.688 2.120
C -0.480 -2.540 -0.817
C -1.382 2.788 3.874
C -4.267 -0.305 0.186
C 3.790 -2.420 3.989
C 2.603 -1.139 -1.488
C 2.188 -0.618 -2.716
C -1.558 -0.574 -3.463
C 4.072 -1.067 3.851
C -5.000 -0.830 -2.999
C -1.790 -3.164 -1.245
C 3.908 1.966 -1.175
C -2.948 1.568 -1.978
C -0.896 5.021 3.119
C 3.068 -2.537 -3.855
C -6.054 1.817 -1.521
C 4.521 4.098 -0.247
C -0.515 4.533 1.881
C 2.422 -1.307 -3.895
C 3.059 -3.084 3.012
C 3.755 3.833 0.883
C -0.988 2.261 2.637
C -0.574 3.170 1.667
C 3.611 -0.369 2.746
H -1.645 4.533 5.070
H 4.032 -3.998 -2.614
H -2.089 -3.975 -0.584
H 0.288 -3.299 -0.662
H 1.728 0.366 -2.749
H -4.784 -1.254 0.326
H 5.197 3.367 -2.150
H -2.862 2.318 -1.189
H 3.702 4.556 1.687
H -0.853 6.084 3.310
H 5.059 5.033 -0.327
H -0.651 -1.137 -3.668
H 2.850 -4.141 3.113
H -2.814 -3.128 1.370
H -4.597 0.379 0.968
H 2.047 -2.919 1.135
H -0.108 -1.856 -1.578
H -1.858 -0.024 -4.353
H -3.198 -0.471 0.321
H 2.124 -0.880 -4.845
H -2.157 -3.342 2.993
H -5.870 2.580 -0.766
H 4.659 -0.554 4.601
H -6.071 -1.036 -2.962
H 4.141 -2.957 4.860
H 3.980 1.238 -1.973
H -0.287 -3.520 1.434
H -6.176 2.300 -2.491
H -0.179 5.196 1.095
H -1.666 -3.583 -2.244
H -4.477 -1.779 -2.884
H -6.989 1.312 -1.278
H -0.127 -2.049 2.397
H -4.780 -0.415 -3.983
H 3.632 -2.766 -0.524
H -2.362 -1.225 -3.137
H 2.463 2.441 1.867
H 3.839 0.684 2.645
H -2.573 -1.728 2.430
H -3.071 2.105 -2.920
H 3.253 -3.079 -4.773
H -2.585 -2.416 -1.269
```

***

A structure of composition C33H42Br2Cl2CoGeNO5SSi3. Source: the Open Molecules 2025 dataset; level of theory: wB97M-V/def2-TZVPD.

The charge is 0. As for the spin multiplicity: 1. Its energy relative to the best compared isomer or geometry (same formula, charge and spin) is 1.795 eV. The LUMO energy (alpha / beta) is -0.509 / -1.311 eV. Its total energy is -12508.497690 hartree. Its strongest force on any atom is 3.01 eV Å⁻¹. The HOMO energy (alpha / beta) comes out at -6.6 / -6.5 eV.

The geometry in XYZ format:
```
91
C33H42Br2Cl2CoGeNO5SSi3, DFT wB97M-V/def2-TZVPD
Br 3.597 0.751 5.473
Br 4.735 0.556 -0.054
Ge -0.167 -2.545 -0.344
Co -0.150 -0.142 -0.345
Cl 0.402 -1.031 -5.620
Cl -2.153 0.100 -4.743
S 1.268 2.885 -0.780
Si -2.422 -3.557 -0.419
Si 0.511 -3.628 2.174
Si 1.851 -3.613 -1.320
O -0.047 -0.193 -2.526
O 1.707 -0.176 -0.166
O -2.945 0.069 -0.924
O 0.049 2.092 -0.393
O -0.687 -2.345 -2.518
N -0.108 0.202 1.699
C 0.550 0.535 4.385
C 2.214 -3.004 2.757
C 0.956 6.900 -1.356
C -1.868 -0.069 -0.624
C 1.583 0.452 3.429
C 3.461 0.413 1.341
C -0.509 -1.232 -3.054
C -2.367 -5.452 -0.278
C 1.191 0.262 2.083
C -0.976 -1.209 -4.526
C 2.835 2.600 -3.004
C -1.048 0.305 2.614
C 0.639 4.585 -0.861
C 3.478 -3.036 -0.540
C -0.397 7.126 -1.135
C 2.133 0.152 1.011
C -0.706 4.799 -0.623
C -3.420 -3.176 -1.990
C 2.056 -3.288 -3.178
C -3.488 -2.926 1.029
C 1.728 -5.497 -1.075
C -1.227 6.077 -0.767
C 0.777 3.125 -4.794
C -0.754 0.463 3.973
C 0.508 3.080 -3.440
C 1.547 2.830 -2.559
C 3.875 0.589 2.662
C -0.815 -2.896 3.331
C 2.963 0.572 3.686
C 1.481 5.626 -1.219
C 3.095 2.627 -4.367
C 2.070 2.903 -5.255
C 0.437 -5.515 2.394
H 3.625 2.397 -2.291
H 0.554 -5.762 3.453
H 2.978 -3.745 -3.543
H 3.570 -1.955 -0.617
H 2.489 -2.068 2.272
H 2.416 -5.995 -1.761
H -4.456 -3.503 -1.880
H -3.458 -1.837 1.110
H 0.723 -5.870 -1.276
H -3.159 -3.340 1.981
H -1.563 0.553 4.683
H -2.282 6.249 -0.602
H 1.603 7.716 -1.647
H -3.432 -2.109 -2.210
H 4.924 0.728 2.878
H 4.097 2.439 -4.728
H -1.661 -3.576 3.428
H 2.202 -2.826 3.837
H -0.406 -2.732 4.333
H 2.002 -5.795 -0.064
H 2.269 2.926 -6.319
H -4.531 -3.216 0.884
H 1.221 -6.033 1.844
H -0.019 3.335 -5.494
H 4.319 -3.477 -1.080
H -1.186 -1.944 2.961
H -0.496 3.234 -3.063
H -1.329 3.960 -0.344
H -2.074 0.276 2.267
H -0.803 8.121 -1.257
H -1.468 -2.142 -4.775
H -1.645 -5.888 -0.968
H 2.110 -2.216 -3.377
H 1.223 -3.696 -3.750
H -2.105 -5.770 0.731
H 3.570 -3.316 0.509
H 2.532 5.437 -1.405
H -3.349 -5.869 -0.511
H -2.990 -3.685 -2.853
H -0.520 -5.918 2.064
H 0.795 0.672 5.429
H 2.998 -3.736 2.556
```

***

> Which of these has the lowest charge?

C33H42Br2Cl2CoGeNO5SSi3

***

> What is the energy relative to the best compared isomer or geometry (same formula, charge and spin) in the second record?

1.795 eV

***

> Look up the spin multiplicity of the second one.

1

***

> The lowest strongest force on any atom belongs to which entry?

C33H42AlCl2Ge2OSSe